This record from OMol25 describes a 2-piece molecular cluster, C20H38Br2N2OPS2 overall. The level of theory is wB97M-V/def2-TZVPD.

Summary:
Orbital gap ... 0.2081 hartree
DFT total energy ... -197408.042 eV
Net charge ... +1

Last column: Mulliken charge in e.
Atoms and positions in Å:
1 C -3.54 2.03 4.77  -0.873
2 C -3.23 0.40 4.96  -0.376
3 C -1.73 0.16 4.35  -0.688
4 C -1.20 -1.36 4.68  -0.309
5 C -0.37 -2.07 3.46  -0.468
6 C 0.69 -1.06 2.68  -0.143
7 C 1.10 -1.84 1.28  -0.695
8 C 2.25 -0.98 0.43  -0.309
9 C 1.47 0.21 -0.39  -0.553
10 C 2.30 0.79 -1.70  -0.489
11 C 2.77 -0.39 -2.75  -0.745
12 C 1.47 -1.00 -3.61  -0.528
13 C 1.44 -0.08 -5.01  -0.154
14 C -0.07 0.12 -5.62  -0.563
15 C -0.53 1.68 -5.41  0.532
16 C -1.97 2.02 -4.62  -0.456
17 C -2.28 3.66 -4.50  0.136
18 O -3.56 4.05 -3.85  -0.438
19 N -1.39 4.74 -5.00  -0.678
20 N -0.24 4.36 -5.64  0.658
21 P 0.79 5.75 -6.22  0.032
22 S 0.68 6.03 -8.14  -0.252
23 C 0.33 3.01 -5.95  0.149
24 S 1.94 2.81 -6.91  -0.083
25 H -3.59 2.55 5.84  0.244
26 H -2.66 2.48 4.15  0.264
27 H -4.55 2.19 4.18  0.253
28 H -4.06 -0.25 4.41  0.257
29 H -3.18 0.10 6.11  0.257
30 H -1.77 0.35 3.17  0.244
31 H -0.94 0.92 4.77  0.279
32 H -0.51 -1.40 5.64  0.359
33 H -2.18 -2.02 4.88  0.097
34 H 0.29 -2.99 3.84  0.076
35 H -1.06 -2.52 2.60  0.277
36 H 0.22 -0.04 2.36  0.075
37 H 1.66 -0.85 3.32  0.200
38 H 1.63 -2.88 1.53  0.277
39 H 0.19 -1.98 0.54  0.250
40 H 3.09 -0.54 1.12  0.249
41 H 2.78 -1.78 -0.26  0.226
42 H 1.26 1.11 0.37  0.258
43 H 0.39 -0.12 -0.77  0.170
44 H 3.23 1.39 -1.28  0.371
45 H 1.63 1.61 -2.23  0.141
46 H 3.42 -1.24 -2.28  0.425
47 H 3.48 0.15 -3.54  0.313
48 H 0.45 -0.89 -3.02  0.253
49 H 1.73 -2.12 -3.88  0.284
50 H 1.81 1.00 -4.66  -0.147
51 H 2.15 -0.55 -5.82  0.339
52 H -0.86 -0.56 -5.04  0.335
53 H -0.13 -0.22 -6.76  0.297
54 H -2.69 1.19 -4.20  0.319
55 H -3.47 3.95 -2.85  0.367
56 H 2.16 5.47 -5.75  0.167
57 H 0.38 6.94 -5.46  0.181
58 H 2.93 2.26 -6.04  0.266
59 Br 0.13 -6.60 4.79  -0.124
60 C 0.64 -5.62 6.40  -0.596
61 C -0.55 -5.37 7.29  -0.560
62 Br -1.67 -3.94 6.60  -0.053
63 H 1.13 -4.70 6.07  0.329
64 H 1.38 -6.25 6.90  0.374
65 H -0.23 -5.03 8.28  0.342
66 H -1.19 -6.25 7.41  0.355